The following is a quantum chemistry calculation of C12H17N3NbO6SSe as an isolated structure, from the Open Molecules 2025 dataset.

```
41
Properties=species:S:1:pos:R:3:forces:R:3
Nb 7.88733 9.90916 9.85095 0.40 0.78 1.36
O 12.01170 9.25214 15.15393 0.21 -1.35 -0.73
C 10.75019 9.22296 14.62680 -0.82 -1.26 1.06
O 9.89513 8.37440 14.82425 1.92 0.90 -0.58
C 10.43263 10.51892 13.93570 0.85 1.30 0.08
O 10.15812 10.39641 12.56051 0.78 0.21 -1.10
C 11.05807 11.18665 11.73783 0.77 -0.47 1.21
C 10.71366 10.89097 10.32848 -0.67 -1.21 -0.96
O 11.36528 10.38210 9.44199 -0.69 1.37 1.37
O 9.37845 11.15629 10.27311 -1.76 -1.09 -1.93
H 12.40328 8.34790 15.30319 -1.01 1.05 0.15
H 11.25877 11.26395 14.09794 -0.86 -0.67 0.09
H 9.51360 10.83449 14.39261 -0.40 0.52 0.41
H 12.08446 10.85061 11.85891 0.24 0.20 0.46
H 10.93463 12.26338 11.95469 0.14 -0.40 -0.11
Se 6.13788 10.57295 11.24861 1.81 -0.64 -1.32
C 4.42674 8.99017 8.32991 1.01 -1.45 -0.30
N 5.31911 8.30667 7.29614 0.84 2.09 0.04
C 4.79391 7.34868 6.30036 0.22 -0.66 -0.44
C 6.54251 8.80761 7.17636 -0.77 -0.68 0.23
O 7.06350 9.67535 7.97897 -0.30 -0.86 -0.27
H 4.84694 9.98111 8.52316 -0.21 -0.40 0.12
H 4.44457 8.32354 9.22247 -0.20 0.79 -0.46
H 3.44035 9.07418 7.90973 -0.37 -0.08 -0.10
H 4.06825 6.68842 6.79514 0.52 0.07 -0.08
H 5.62156 6.77354 5.82061 -0.49 0.24 0.89
H 4.28284 7.77627 5.42902 -0.04 0.66 0.56
H 7.11981 8.41850 6.32208 0.04 0.28 0.42
C 11.46226 8.59407 6.70489 0.22 2.51 0.69
C 10.61582 7.74370 7.54318 -1.62 -2.57 1.04
C 10.65676 6.34000 7.25790 -0.32 0.60 0.56
C 9.92427 5.50291 8.05210 -1.71 -0.01 1.04
N 9.08003 5.92719 9.05359 1.34 0.15 0.46
C 9.19005 7.19186 9.36368 0.49 1.06 -2.08
S 8.43691 7.84399 10.86405 -0.58 0.12 -0.69
N 9.80680 8.14015 8.56507 0.60 0.01 0.27
H 12.20280 8.04224 6.13842 -0.01 -0.17 0.13
H 11.94736 9.38209 7.35246 -0.35 -0.87 -0.71
H 10.84836 9.16190 6.00132 -0.02 0.01 -0.08
H 11.18519 5.95478 6.40138 0.40 -0.01 0.13
H 9.86012 4.42479 8.01915 0.41 -0.09 -0.80
```
Forces are in eV/Å.

* LUMO (alpha / beta): -4.42 / -4.42 eV
* ΔE to the lowest compared entry with this formula, charge and spin: 1.038 eV
* highest occupied orbital energy (alpha / beta): -12.20 / -12.20 eV
* net charge: +1

Atomic partial charges in e from the Löwdin method, atoms 1 to 2: 1.1137 0.0883

The following is a quantum chemistry calculation of C12H17NO13V2 as an isolated structure, from the Open Molecules 2025 dataset.

```
45
Properties=species:S:1:pos:R:3:forces:R:3
O -0.65595 0.68779 -3.44880 -1.24 2.05 0.88
V -1.66370 1.67914 -2.68145 -0.35 -4.37 0.66
O -1.14124 3.15600 -2.69707 -0.06 -0.21 -0.06
O -2.62180 -2.10275 -1.76326 -0.67 0.48 1.32
V -3.19529 -1.17185 -0.61698 1.20 1.67 -1.84
O -3.07677 -1.89104 0.79720 -0.30 0.57 -1.13
O -5.78044 0.37421 -3.46381 0.32 -0.06 0.84
C -4.71464 0.40694 -2.65152 0.80 -0.61 -0.42
O -4.83476 -0.09768 -1.49597 0.38 -0.97 1.15
O -3.63822 0.83028 -3.11255 0.99 1.42 -0.28
H -6.42971 -0.14721 -2.96060 -0.16 0.24 -0.32
C -0.14822 1.87806 0.36310 -0.43 -0.46 -0.71
C -1.09880 0.69770 0.38004 0.37 -0.82 0.22
O -1.88514 0.60133 -0.81607 -1.14 -0.26 -0.71
H 0.51794 1.84207 1.22122 -0.10 0.24 0.12
H -0.70589 2.80938 0.25992 0.13 0.13 0.37
H 0.46681 1.78691 -0.53875 0.14 0.01 0.08
H -1.76575 0.64847 1.24975 -0.05 0.59 -0.06
H -0.54336 -0.24668 0.46675 0.26 0.24 -0.09
C 2.65692 1.13244 2.98352 -0.12 -1.42 0.62
O 3.50326 0.28193 2.74975 -0.08 0.62 -0.39
N 1.51716 0.84072 3.65769 -0.41 1.20 0.06
C 0.69356 1.90872 4.22025 -0.72 -0.87 -0.03
C 1.12636 -0.50340 3.99580 0.71 -0.66 0.33
H 2.71365 2.18510 2.68178 0.26 0.12 0.04
H -0.23641 2.01710 3.65334 0.13 0.33 -0.23
H 1.21135 2.85428 4.33842 0.12 0.00 -0.20
H 0.33940 1.56779 5.19594 0.31 0.18 0.18
H 1.80522 -1.19551 3.50775 -0.08 0.00 -0.23
H 1.24299 -0.69366 5.06786 -0.13 0.19 0.05
H 0.10190 -0.74555 3.71479 -0.05 0.26 -0.16
C 2.91947 -0.67382 -2.14478 0.17 -0.24 -0.14
C 2.81072 -0.96579 -0.84239 1.35 1.61 0.83
C 1.71317 -1.77492 -0.28888 -1.58 -1.12 -1.27
O 1.46972 -1.92324 0.89150 0.72 0.45 0.19
C 0.86800 -2.38779 -1.32494 -0.21 -0.96 0.44
C 1.03711 -2.19893 -2.62834 -1.12 0.02 -1.40
C 2.00074 -1.20925 -3.16357 1.42 1.04 1.06
O 2.06664 -0.82205 -4.30880 -0.67 -0.71 -0.29
O 0.25497 -2.81916 -3.54061 0.25 0.30 0.38
O 3.63448 -0.39740 0.07640 -0.85 -0.97 -0.52
H 3.73089 -0.05061 -2.49560 -0.10 0.12 0.02
H 0.11793 -3.12677 -1.06366 -0.03 0.24 0.41
H 0.29713 -2.30654 -4.36480 0.21 -0.08 -0.01
H 3.31859 -0.73475 0.94042 0.42 0.46 0.21
```
Forces are in eV/Å.

* LUMO: -1.81 eV
* highest occupied orbital energy: -9.26 eV

Atomic partial charges in e from the Löwdin method, atoms 1 to 2: -0.2825 1.0320

The following is a quantum chemistry calculation of one molecule with the formula C12H17NO2S, from the Open Molecules 2025 dataset.

```
33
Properties=species:S:1:pos:R:3:forces:R:3
C -5.22937 -0.14503 0.56240 -0.05 -0.03 -0.22
C -4.47179 -0.15263 -0.76694 -0.03 0.01 0.25
C -3.00581 0.08272 -0.53918 -0.09 0.01 -0.17
C -2.14051 -0.98152 -0.31657 0.00 0.11 -0.02
C -0.80046 -0.76479 -0.06690 0.07 0.07 0.03
C -0.29254 0.53229 -0.03045 -0.30 0.11 -0.05
N 1.07500 0.68040 0.22021 -0.05 -0.41 0.06
C 1.79622 1.81799 0.34523 0.42 -0.22 0.20
O 1.36332 2.94819 0.29686 -0.11 0.27 -0.06
C 3.28164 1.54888 0.57162 0.22 0.07 -0.43
S 4.05935 0.81118 -0.91619 0.17 -0.19 0.30
C 4.64748 -0.81433 -0.31043 -0.59 0.38 -0.23
C 3.56896 -1.89408 -0.28408 0.56 -0.15 -0.35
O 2.65146 -1.74673 0.77687 -0.25 0.10 0.39
C -1.15025 1.60501 -0.24900 0.12 0.18 0.03
C -2.48939 1.37116 -0.49862 -0.02 -0.26 0.00
H -5.10078 0.81134 1.06413 0.00 0.07 0.09
H -6.29160 -0.31185 0.39795 -0.13 -0.01 0.06
H -4.85157 -0.92723 1.21717 0.02 -0.05 0.10
H -4.87531 0.62849 -1.41438 0.00 -0.06 -0.07
H -4.62062 -1.11553 -1.26017 -0.01 0.05 -0.08
H -2.52053 -1.99313 -0.34297 -0.04 -0.11 -0.01
H -0.13518 -1.60005 0.10257 0.08 -0.09 0.02
H 1.57051 -0.19980 0.33156 0.08 0.26 0.06
H 3.78399 2.49759 0.75770 -0.18 -0.07 0.09
H 3.43785 0.87181 1.40820 -0.01 0.01 0.06
H 5.09821 -0.67392 0.67305 0.11 -0.10 0.00
H 5.42360 -1.09817 -1.01903 0.10 -0.05 0.03
H 2.97523 -1.84205 -1.19957 0.11 -0.05 0.05
H 4.04949 -2.88059 -0.23440 -0.08 0.05 -0.02
H 3.10481 -1.88779 1.61588 -0.06 0.00 -0.06
H -0.76487 2.61031 -0.22307 0.02 0.02 0.00
H -3.14655 2.21183 -0.66946 -0.07 0.10 -0.03
```
Forces are in eV/Å.

* LUMO: 0.37 eV
* SMILES string: CCc1ccc(NC(=O)CSCCO)cc1
* ΔE to the lowest compared entry with this formula, charge and spin: 0.521 eV
* highest occupied orbital energy: -7.99 eV

Atomic partial charges in e from the Löwdin method, atoms 1 to 2: -0.0983 -0.2198

The following is a quantum chemistry calculation of one molecule with the formula C12H17P, from the Open Molecules 2025 dataset.

```
30
Properties=species:S:1:pos:R:3:forces:R:3
C 1.25927 1.79656 3.19203 1.73 -1.18 -0.08
C 0.19200 2.29154 2.55163 -3.69 3.91 2.46
C 2.01170 0.78729 2.59684 -0.54 0.95 -1.35
C -0.28588 1.86344 1.36463 -0.06 -1.78 -0.83
C 1.60989 0.35392 1.32015 -1.24 -2.40 1.56
C 0.40705 0.80866 0.85605 0.54 -0.84 -4.63
C 2.18496 -0.91121 0.66945 1.79 2.31 -0.01
C 0.28967 0.02115 -1.24832 -0.29 1.24 3.72
C -0.90346 -1.89698 -2.41342 -0.60 -0.09 -2.99
C -1.98569 0.28129 -2.08968 1.49 -0.59 1.84
C -1.70909 -1.34421 -0.17639 -0.48 1.35 -0.71
C -1.04941 -0.78389 -1.45751 0.37 3.44 0.19
P 1.94352 -0.73165 -1.15221 0.84 0.62 -0.43
H 1.50000 2.19678 4.13577 0.49 0.31 0.97
H -0.45696 3.10000 3.11733 1.47 -1.50 -1.16
H 2.95671 0.50105 2.97569 0.66 -0.60 0.68
H -1.22621 2.08179 0.94043 -0.81 0.90 -0.29
H 3.24154 -0.75277 0.93491 0.32 -0.48 -0.82
H 2.03156 -1.90444 1.03975 -1.09 -0.34 0.53
H 0.36918 1.03157 -1.73345 -0.39 -1.21 0.23
H -0.02989 -2.43572 -2.24381 1.58 -1.23 0.47
H -0.83060 -1.61963 -3.54709 -0.32 -0.16 2.03
H -1.74303 -2.56239 -2.24845 -0.12 -0.26 -0.55
H -2.88395 -0.22640 -2.08046 -2.43 -0.52 -1.12
H -2.09067 1.12754 -1.45875 -0.14 0.72 1.15
H -1.58667 0.71607 -2.96049 0.09 -0.20 -1.70
H -2.47724 -2.02676 -0.48650 0.46 -1.64 -0.08
H -2.45359 -0.71193 0.31467 0.94 1.17 0.32
H -0.91524 -1.62031 0.48459 -0.11 -0.88 0.70
H 2.63053 0.56966 -1.19741 -0.43 -1.03 -0.09
```
Forces are in eV/Å.

* LUMO: 0.78 eV
* ΔE to the lowest compared entry with this formula, charge and spin: 4.276 eV
* highest occupied orbital energy: -8.24 eV

Atomic partial charges in e from the Löwdin method, atoms 1 to 2: -0.1029 -0.1401

The following is a quantum chemistry calculation of C12H18B2F8KO9 as an isolated structure, from the Open Molecules 2025 dataset.

```
50
Properties=species:S:1:pos:R:3:forces:R:3
K 6.15443 4.16782 0.95947 0.58 0.56 0.30
B 8.61748 4.67133 2.77473 1.67 3.12 1.58
F 8.00662 5.67215 2.05814 -1.68 0.01 -1.17
F 8.33879 3.44936 2.23336 -0.08 -2.23 -1.45
F 9.97909 5.08505 2.77368 -0.47 -1.60 0.30
F 8.05522 4.64768 4.05734 0.03 -0.25 0.63
B 8.98714 8.85430 1.53230 0.50 1.02 -0.23
F 10.10722 8.85914 0.75840 2.10 0.46 -1.54
F 8.40475 10.12578 1.52404 -0.15 1.20 0.64
F 8.09843 8.03897 0.97205 -2.85 -2.34 -1.70
F 9.34474 8.36963 2.73813 0.23 -0.12 2.59
C 9.70955 1.43672 -0.56585 -0.59 -1.42 0.24
C 9.42945 0.77356 -1.93572 -1.43 1.22 2.17
C 9.32409 1.84133 -2.98507 -0.23 0.63 -0.41
O 10.15292 1.38710 -4.01082 1.05 -1.17 -0.28
C 10.78474 0.24575 -3.57062 1.56 -0.90 -4.88
O 11.47677 -0.41231 -4.33711 -1.08 1.33 2.07
O 10.44274 -0.06587 -2.36171 1.17 -0.88 1.12
H 9.78539 0.69260 0.22701 0.54 -0.31 -0.14
H 8.83416 1.96319 -0.18556 0.01 0.60 -0.52
H 10.59981 2.06560 -0.57274 -0.17 0.04 -0.10
H 8.53497 0.15125 -1.96253 -0.23 0.12 0.55
H 9.74199 2.78633 -2.63804 -0.52 0.23 0.03
H 8.31469 1.89065 -3.39344 -0.03 0.55 0.22
C 10.67501 0.67027 3.30135 -0.52 1.14 0.82
C 11.91223 1.40801 2.84881 0.19 0.29 0.28
C 12.01895 2.90070 3.32597 0.33 0.12 -1.53
O 13.21943 2.93206 4.14277 -0.77 -0.25 0.15
C 13.77357 1.70499 4.15759 0.65 0.50 1.74
O 14.74916 1.39041 4.78973 -0.34 0.49 -0.58
O 13.04350 0.85358 3.48737 0.23 -1.87 -0.63
H 10.70112 -0.41681 3.37663 0.26 0.09 -0.66
H 9.84824 1.07244 2.71584 -0.22 -0.45 -0.17
H 10.43550 1.00567 4.31044 0.05 -0.01 0.19
H 12.06577 1.23184 1.78416 0.00 0.46 -0.15
H 11.08294 3.27875 3.73716 0.43 -0.14 0.91
H 12.24590 3.62283 2.54167 -0.23 -0.30 -0.35
C 6.43038 1.87524 7.88793 -0.59 -0.33 -0.06
C 6.27263 1.19083 6.53323 0.37 2.30 -0.39
C 7.12977 1.85882 5.41954 0.70 -0.85 1.79
O 7.85266 0.76694 4.84496 -1.02 -2.40 0.50
C 7.54493 -0.42022 5.58601 1.99 -0.84 -1.54
O 7.99410 -1.53739 5.37017 -1.05 3.02 0.18
O 6.76189 -0.11571 6.61219 -0.65 -0.88 0.05
H 5.61917 1.52011 8.52347 0.12 0.06 0.27
H 6.34670 2.95971 7.81698 -0.03 -0.02 -0.19
H 7.38235 1.63144 8.35953 0.04 -0.05 -0.17
H 5.24922 1.29661 6.17332 -0.36 -0.91 0.38
H 7.88298 2.41005 5.98251 -0.12 0.90 -0.78
H 6.50611 2.40723 4.71356 0.63 0.05 -0.06
```
Forces are in eV/Å.

* LUMO: 0.18 eV
* ΔE to the lowest compared entry with this formula, charge and spin: 0.343 eV
* highest occupied orbital energy: -7.12 eV
* net charge: -1

Atomic partial charges in e from the Löwdin method, atoms 1 to 2: 1.0010 -1.3769